[1]
A molecular structure, C25H22AuN5O4, computed with wB97M-V/def2-TZVPD.

Computed properties:
net charge	+2
max |F|	0.047	Eh/bohr
LUMO level	-0.30322	Ha
HOMO level	-14.71	eV

Last column: natural (NBO) charge in e.
Positions of all 57 atoms, in Å:
1 H 1.304 -3.510 -0.166  0.24
2 C 2.580 -0.605 -0.595  -0.26
3 C -2.560 3.997 -1.117  -0.13
4 C -0.465 -1.778 3.357  0.06
5 N 1.821 0.749 1.261  -0.48
6 C -0.823 2.398 -1.589  -0.14
7 H -0.119 2.356 -3.631  0.25
8 N 0.155 -1.734 2.167  -0.58
9 C 1.972 1.577 2.301  0.09
10 H 1.694 -4.693 2.192  0.24
11 O -1.030 1.602 1.241  -0.77
12 H 5.336 1.674 2.415  0.26
13 C -0.343 -2.868 4.193  -0.23
14 C 2.885 0.212 0.623  0.20
15 H 2.667 -2.723 0.604  0.24
16 C 3.231 1.932 2.743  -0.22
17 C -1.670 -2.649 -2.145  -0.21
18 N 1.349 -1.409 -0.394  -0.41
19 H -1.244 -3.286 -2.909  0.26
20 C 4.162 0.522 1.033  -0.21
21 C 1.075 -3.876 2.545  -0.23
22 C 0.901 -2.742 1.768  0.20
23 H -1.063 -0.915 3.626  0.22
24 C -1.708 2.985 -0.686  -0.20
25 H -3.697 -3.259 -2.504  0.26
26 Au 0.006 0.037 0.625  1.52
27 C 0.442 -3.937 3.775  -0.11
28 N -1.659 4.198 -4.742  0.53
29 C -2.697 -1.010 -0.205  0.09
30 H 3.422 -1.233 -0.887  0.24
31 O -2.580 3.136 1.490  -0.51
32 H 0.560 -4.809 4.404  0.25
33 C 0.619 -1.691 -1.653  -0.27
34 C -1.810 2.580 0.762  0.78
35 H 3.334 2.611 3.577  0.27
36 C -3.561 -1.810 -0.925  -0.22
37 H 1.024 -2.566 -2.161  0.24
38 H -3.238 4.463 -0.417  0.26
39 H -3.040 -0.340 0.573  0.25
40 H 2.403 0.098 -1.411  0.25
41 C -3.041 -2.634 -1.912  -0.08
42 O -2.330 5.155 -5.046  -0.33
43 O -0.979 3.533 -5.497  -0.37
44 H -0.851 -2.881 5.147  0.26
45 H 1.064 1.957 2.754  0.26
46 C 1.595 -2.638 0.420  -0.28
47 H 0.747 -0.840 -2.326  0.25
48 C 4.337 1.402 2.098  -0.08
49 H -3.197 5.187 -2.790  0.27
50 C -1.668 3.790 -3.318  0.05
51 H -0.133 1.628 -1.268  0.16
52 N -1.381 -1.021 -0.454  -0.48
53 H 5.013 0.095 0.520  0.26
54 C -2.540 4.403 -2.443  -0.18
55 C -0.852 -1.830 -1.399  0.20
56 H -4.620 -1.784 -0.710  0.27
57 C -0.799 2.795 -2.915  -0.21

---

[2]
A molecular structure, C33H40BCl3IrN7OS, computed with wB97M-V/def2-TZVPD.

Computed properties:
net charge	+1
max |F|	0.079	Eh/bohr
LUMO level (spin up / spin down)	-0.10262 / -0.22468	Ha
HOMO level (spin up / spin down)	-8.89 / -9.86	eV
2S+1	6

Last column: Löwdin charge in e.
Positions of all 87 atoms, in Å:
1 H -2.324 -2.058 4.267  0.11
2 O 1.460 -1.872 -3.482  -0.17
3 Cl 1.178 1.104 -3.393  0.76
4 C 1.288 -4.079 1.162  -0.05
5 H 0.250 1.209 -0.003  -0.02
6 H -4.551 2.591 1.134  0.11
7 H 2.796 1.692 3.387  0.11
8 N -0.990 -2.880 -1.509  -0.04
9 H -1.849 2.132 -0.021  0.12
10 N 1.583 -2.234 -0.058  -0.11
11 N 0.751 -3.329 0.164  -0.02
12 H 4.796 0.979 2.030  0.13
13 H -2.832 3.117 2.966  0.10
14 C -3.387 -0.926 2.795  -0.21
15 C 0.985 -1.592 -7.066  -0.13
16 H 0.674 2.208 2.194  0.11
17 C 3.769 0.976 1.610  -0.03
18 H 3.668 -1.994 -1.517  0.12
19 C 2.465 -3.501 1.568  -0.02
20 H 0.520 1.682 -6.249  0.13
21 H -1.310 -3.995 0.352  0.09
22 N -0.432 -1.686 -1.904  -0.17
23 H 3.439 -1.661 0.765  0.10
24 C 1.284 -2.133 -5.832  -0.55
25 C -2.216 -3.034 -2.091  -0.05
26 C -1.279 -1.155 -2.789  -0.18
27 C 1.465 1.652 1.703  -0.07
28 S -1.296 -0.287 0.663  0.79
29 N -2.642 1.957 0.598  -0.02
30 Cl 0.405 0.352 -8.811  0.76
31 C -2.441 -1.963 -2.909  -0.03
32 C 0.716 0.618 -6.075  -0.07
33 H -6.028 3.884 2.121  0.06
34 H 7.577 0.341 -3.109  0.11
35 H -2.040 0.995 4.635  0.09
36 H -1.361 -0.280 5.647  0.11
37 H -2.798 -3.933 -1.918  0.14
38 C -2.220 -1.058 3.825  -0.20
39 N 3.448 -1.131 -2.043  -0.06
40 H -1.276 -1.048 3.233  0.07
41 C 6.818 1.260 -1.324  -0.06
42 C 5.633 -0.392 -2.616  -0.03
43 C 0.714 -0.245 -7.208  -0.60
44 Cl 1.651 -3.801 -5.756  0.81
45 H 7.723 1.874 -1.172  0.12
46 H -4.387 0.248 5.287  0.06
47 C 4.644 0.545 -0.623  -0.14
48 C -4.127 4.870 2.617  -0.26
49 H 5.857 2.052 0.402  0.12
50 H -3.718 5.413 3.494  0.11
51 C -5.506 4.311 2.990  -0.12
52 C 3.548 0.553 0.293  -0.23
53 C 2.686 1.451 2.342  -0.04
54 H -4.217 5.660 1.840  0.11
55 C 6.752 0.384 -2.406  -0.07
56 C -2.230 -0.034 5.001  -0.26
57 C 5.778 1.345 -0.418  0.00
58 C 1.275 -1.307 -4.644  -0.39
59 H 3.530 -1.446 -3.014  0.10
60 C 2.198 0.402 -0.197  -0.32
61 Ir 1.457 -0.832 -1.547  1.44
62 C -3.555 3.020 0.942  -0.20
63 B -0.470 -3.820 -0.497  -0.56
64 H 3.168 -3.880 2.301  0.11
65 H -2.123 4.319 1.893  0.12
66 H -3.272 -1.718 -3.532  0.09
67 H -3.469 0.627 6.736  0.08
68 C 2.627 -2.358 0.758  -0.13
69 H 0.789 -4.986 1.483  0.14
70 H -4.085 1.062 2.444  0.13
71 C -3.508 -0.065 5.868  -0.12
72 H -6.178 5.110 3.382  0.08
73 C 1.226 1.102 0.456  -0.24
74 C -2.534 0.733 1.162  -0.75
75 H -3.649 3.679 0.059  0.14
76 H -3.188 -1.657 1.998  0.09
77 C 4.559 -0.261 -1.765  -0.23
78 C 1.060 0.086 -4.852  -0.49
79 H -0.239 -4.860 -1.048  0.08
80 H -5.436 3.550 3.802  0.08
81 C -3.077 3.818 2.159  -0.20
82 N -3.422 0.364 2.121  0.01
83 H -1.062 -0.253 -3.322  0.07
84 H -4.398 -1.148 3.207  0.13
85 H 5.581 -1.108 -3.442  0.12
86 H 1.007 -2.239 -7.948  0.12
87 H -3.677 -1.090 6.254  0.08

---

[3]
A gas-phase ion, C3H7N2OS (charge +1), computed with wB97M-V/def2-TZVPD.

Computed properties:
net charge	+1
max |F|	0.072	Eh/bohr
LUMO level	-0.11975	Ha
HOMO level	-13.67	eV

Last column: natural (NBO) charge in e.
Positions of all 14 atoms, in Å:
1 C 0.806 1.622 0.289  -0.11
2 H 0.973 2.680 0.323  0.26
3 C 1.753 0.717 0.089  -0.32
4 H -0.466 -1.450 -1.748  0.41
5 N -0.496 1.034 0.027  -0.60
6 H -1.357 1.133 0.695  0.46
7 H 2.865 0.776 0.112  0.27
8 C -0.394 -0.709 0.126  0.48
9 O -0.898 -0.887 1.402  -0.69
10 N -1.036 -1.406 -0.886  -0.86
11 H -0.565 -1.773 1.649  0.52
12 H -1.758 -2.082 -0.868  0.43
13 S 1.398 -0.948 -0.328  0.30
14 H -0.825 1.290 -0.882  0.43

---

[4]
A molecular structure, C4H12AlB4O8, computed with wB97M-V/def2-TZVPD.

Computed properties:
net charge	-1
max |F|	0.066	Eh/bohr
LUMO level	-0.11387	Ha
HOMO level	-7.25	eV

Last column: natural (NBO) charge in e.
Positions of all 29 atoms, in Å:
1 H 2.935 -2.435 3.020  -0.01
2 H 0.216 1.607 2.531  0.05
3 H 0.195 2.115 0.706  0.07
4 O -2.233 1.654 -0.604  -0.53
5 B -0.862 0.138 -3.387  1.15
6 H 1.419 -3.353 3.883  -0.01
7 O 1.403 0.976 -5.889  -0.55
8 B -1.847 0.396 2.455  -0.66
9 H 2.350 -2.003 4.697  -0.02
10 H -2.200 -0.657 2.196  0.00
11 O -1.832 1.041 -2.761  -0.63
12 H -1.408 0.929 1.507  0.25
13 B 2.469 -2.889 3.973  -0.83
14 C -0.399 -0.577 -5.461  0.67
15 H 3.184 -3.675 4.397  0.07
16 O -0.224 -0.431 -0.109  -0.58
17 H 1.046 3.204 2.004  0.01
18 C 0.561 0.616 -5.121  0.68
19 C -1.733 0.987 -1.460  0.71
20 O 0.300 0.968 -3.864  -0.66
21 Al 0.732 -0.936 2.642  1.24
22 O -0.294 -1.260 -6.444  -0.55
23 O -0.336 -0.732 -2.339  -0.62
24 B 0.789 2.141 1.686  -0.56
25 O -1.351 -0.627 -4.556  -0.65
26 H -2.783 1.051 2.568  0.19
27 C -0.632 -0.142 -1.207  0.71
28 H -1.191 0.421 3.404  0.00
29 H 1.729 1.471 1.533  0.08